--- i ---
Below is 2 unconnected molecules or ions with the total composition C6H18N2P, with properties calculated with ωB97M-V/def2-TZVPD.

Values from the calculation:
LUMO energy, eV: -3.783
Net charge: +1
Molecular weight, Da: 149.20

Atoms and positions in Å:
1 C -0.481 1.883 -1.407
2 C -0.120 1.752 1.069
3 C 2.589 0.611 0.502
4 C -2.066 -1.460 0.606
5 C -0.579 -1.751 -1.389
6 C 0.488 1.615 -0.231
7 N 1.678 1.168 -0.512
8 N -0.729 -1.131 0.005
9 P 0.596 -1.693 0.942
10 H -1.494 1.813 -1.104
11 H -0.282 2.860 -1.874
12 H -0.274 1.120 -2.190
13 H -0.736 2.570 1.217
14 H -0.866 0.894 1.138
15 H 0.483 1.585 1.912
16 H 2.920 -0.422 0.136
17 H 3.320 1.343 0.595
18 H 2.064 0.474 1.402
19 H -2.071 -0.980 1.607
20 H -2.804 -1.056 -0.029
21 H -2.133 -2.469 0.929
22 H -1.456 -1.420 -2.019
23 H 0.374 -1.296 -1.769
24 H -0.540 -2.899 -1.356
25 H 2.020 1.086 -1.474
26 H 0.039 -1.242 2.131
27 H 0.058 -2.957 1.162

Löwdin population analysis, charges in e, atoms 1 to 5: 0.021, -0.006, -0.070, -0.139, -0.159



--- ii ---
Below is 2 unconnected molecules or ions with the total composition C6H18N2P, with properties calculated with ωB97M-V/def2-TZVPD.

Values from the calculation:
LUMO energy (spin up / spin down), eV: -3.115 / -2.949
Net charge: +1
Molecular weight, Da: 149.20

Atoms and positions in Å:
1 C -0.885 -0.210 1.801
2 C -0.932 2.207 2.444
3 C 2.777 -1.238 -0.519
4 C -0.585 1.436 -0.485
5 C -0.135 1.067 1.817
6 C 1.673 0.916 0.042
7 N 1.676 -0.381 -0.320
8 N 0.449 1.496 0.496
9 P -0.469 -2.859 -3.248
10 H -1.895 -0.200 1.419
11 H -0.373 -1.141 1.391
12 H -1.055 -0.330 2.919
13 H -2.008 2.398 2.109
14 H -0.305 3.055 2.156
15 H -1.037 2.175 3.569
16 H -1.577 -3.619 -2.670
17 H 2.511 -2.078 -0.963
18 H 3.757 -0.872 -0.255
19 H -0.745 2.399 -1.142
20 H -0.413 0.616 -1.201
21 H -1.589 1.261 -0.114
22 H 0.790 0.999 2.521
23 H 2.604 1.318 0.332
24 H 0.716 -0.734 -0.532
25 H 0.598 2.484 0.777
26 H -1.079 -2.740 -4.508
27 H 0.064 -4.069 -3.923

Löwdin population analysis, charges in e, atoms 1 to 5: -0.065, -0.040, 0.103, -0.031, -0.408



Most stable structure - i; separation to the second - 3.114 eV.



--- i ---
Below is C6H15NS in the gas phase, with properties calculated with ωB97M-V/def2-TZVPD.

Values from the calculation:
LUMO energy, eV: 0.967
Net charge: 0
SMILES string: CCCCNCCS
Molecular weight, Da: 133.26

Atoms and positions in Å:
1 C 0.528 2.808 -2.357
2 C 0.524 1.459 -1.634
3 C -0.860 1.046 -1.124
4 C -0.858 0.532 0.308
5 N -0.248 -0.786 0.337
6 C -0.518 -1.582 1.548
7 C 0.691 -2.468 1.846
8 S 0.234 -3.459 3.287
9 H 0.306 3.618 -1.660
10 H 1.483 3.073 -2.814
11 H -0.184 2.805 -3.190
12 H 0.884 0.758 -2.395
13 H 1.302 1.445 -0.863
14 H -1.421 1.986 -1.167
15 H -1.495 0.390 -1.724
16 H -1.871 0.398 0.604
17 H -0.373 1.227 1.000
18 H 0.733 -0.827 0.089
19 H -0.750 -0.936 2.399
20 H -1.406 -2.167 1.297
21 H 0.929 -2.939 0.895
22 H 1.462 -1.778 2.177
23 H 0.911 -4.605 3.142

Löwdin population analysis, charges in e, atoms 1 to 5: -0.128, -0.273, -0.208, -0.253, -0.089



--- ii ---
Below is 2 unconnected molecules or ions with the total composition C6H15NS, with properties calculated with ωB97M-V/def2-TZVPD.

Values from the calculation:
LUMO energy, eV: -1.077
Net charge: 0
Molecular weight, Da: 133.26

Atoms and positions in Å:
1 C 0.298 0.809 1.849
2 C 1.421 -0.223 1.602
3 S 2.619 0.434 0.452
4 C -0.466 1.012 0.614
5 N -1.162 -0.190 0.159
6 C -2.528 -1.618 -1.330
7 C -1.830 -0.314 -1.156
8 C -0.778 -0.155 -2.306
9 H 0.778 1.717 2.192
10 H -0.287 0.619 2.785
11 H 1.863 -0.185 2.608
12 H 1.112 -1.224 1.550
13 H 1.170 0.128 -1.258
14 H 0.161 1.407 -0.190
15 H -1.310 1.851 0.825
16 H -1.226 -1.003 0.811
17 H -3.266 -1.872 -0.413
18 H -1.918 -2.547 -1.397
19 H -3.240 -1.623 -2.182
20 H -2.645 0.465 -1.360
21 H -1.353 -0.277 -3.284
22 H -0.330 0.808 -2.382
23 H 0.021 -0.939 -2.282

Löwdin population analysis, charges in e, atoms 1 to 5: -0.320, -0.669, 0.619, -0.335, -0.057



Most stable structure - i; separation to the second - 3.840 eV.



--- i ---
Below is 12 unconnected molecules or ions with the total composition C31H86O12, with properties calculated with ωB97M-V/def2-TZVPD.

Values from the calculation:
LUMO energy, eV: 0.375
Net charge: 0
SMILES string: CC(C)O.CC(C)O.CC(C)O.CC(C)O.CC(C)O.CC(C)O.CC(C)O.CCO.CCO.CCO.CCO.CCO
Molecular weight, Da: 651.02

Atoms and positions in Å:
1 C 10.565 12.727 7.848
2 C 11.718 11.686 7.667
3 C 12.021 11.544 6.207
4 O 12.887 11.951 8.388
5 H 10.570 13.061 8.902
6 H 9.584 12.195 7.558
7 H 10.621 13.531 7.185
8 H 11.412 10.722 8.026
9 H 12.279 12.546 5.854
10 H 11.188 11.310 5.557
11 H 12.792 10.827 6.149
12 H 13.283 12.800 8.018
13 C 17.564 7.540 10.163
14 C 16.222 6.916 9.861
15 C 15.848 6.639 8.339
16 O 16.024 5.696 10.694
17 H 17.660 8.261 9.354
18 H 18.325 6.792 10.189
19 H 17.548 8.078 11.181
20 H 15.409 7.495 10.197
21 H 16.407 5.883 7.828
22 H 15.860 7.568 7.813
23 H 14.784 6.314 8.370
24 H 16.657 4.995 10.445
25 C 8.165 12.254 10.890
26 C 6.884 11.781 10.291
27 C 5.746 11.692 11.266
28 O 6.583 12.680 9.252
29 H 8.571 11.514 11.609
30 H 8.037 13.216 11.425
31 H 8.988 12.385 10.157
32 H 7.140 10.817 9.800
33 H 4.864 11.257 10.794
34 H 5.412 12.786 11.514
35 H 5.954 11.220 12.219
36 H 5.693 12.412 8.915
37 C 10.407 15.106 13.928
38 C 10.559 14.304 12.711
39 C 10.660 15.145 11.444
40 O 11.804 13.581 12.855
41 H 11.255 15.765 14.128
42 H 10.432 14.506 14.898
43 H 9.508 15.683 13.772
44 H 9.838 13.405 12.757
45 H 10.667 14.458 10.519
46 H 11.584 15.811 11.517
47 H 9.776 15.800 11.245
48 H 12.014 13.024 12.121
49 C 10.482 10.487 14.553
50 C 10.434 10.858 16.092
51 C 9.752 9.738 16.871
52 O 11.731 10.957 16.647
53 H 10.797 9.466 14.334
54 H 11.235 11.116 14.124
55 H 9.524 10.617 14.061
56 H 10.001 11.829 16.279
57 H 10.337 8.842 16.817
58 H 8.820 9.468 16.378
59 H 9.427 9.999 17.920
60 H 12.235 11.675 16.231
61 C 13.192 7.159 14.227
62 C 14.066 7.849 15.269
63 C 15.509 7.424 15.344
64 O 13.991 9.246 14.949
65 H 13.713 7.227 13.258
66 H 12.209 7.657 14.023
67 H 13.063 6.062 14.426
68 H 13.576 7.668 16.236
69 H 15.993 7.739 14.453
70 H 15.720 6.311 15.395
71 H 15.987 7.888 16.196
72 H 13.263 9.562 15.518
73 C 14.175 14.795 9.822
74 C 13.519 15.467 8.629
75 C 14.118 16.799 8.165
76 O 13.599 14.439 7.587
77 H 13.590 13.920 10.203
78 H 14.158 15.559 10.674
79 H 15.249 14.533 9.668
80 H 12.467 15.626 8.813
81 H 13.979 17.492 9.011
82 H 13.523 17.224 7.323
83 H 15.176 16.747 8.002
84 H 13.447 14.953 6.796
85 C 14.858 14.658 15.226
86 C 13.643 14.339 16.086
87 O 12.843 13.315 15.539
88 H 14.554 14.908 14.260
89 H 15.467 13.775 15.117
90 H 15.557 15.355 15.636
91 H 13.083 15.300 16.296
92 H 13.936 14.090 17.125
93 H 12.803 13.342 14.557
94 C 15.041 11.462 12.712
95 C 16.130 10.354 12.778
96 O 17.380 10.697 12.189
97 H 14.834 11.707 11.700
98 H 15.337 12.354 13.275
99 H 14.145 11.050 13.222
100 H 15.741 9.477 12.268
101 H 16.295 10.148 13.815
102 H 17.147 10.990 11.327
103 C 17.813 12.233 8.527
104 C 16.537 11.465 8.255
105 O 15.870 11.103 9.454
106 H 17.610 13.060 9.234
107 H 18.311 12.570 7.613
108 H 18.565 11.576 9.059
109 H 16.763 10.509 7.680
110 H 15.909 12.100 7.656
111 H 14.949 11.068 9.241
112 C 11.069 4.662 10.166
113 C 12.260 4.859 11.128
114 O 13.226 5.790 10.550
115 H 10.164 4.190 10.598
116 H 11.454 4.148 9.362
117 H 10.818 5.737 9.848
118 H 12.674 3.917 11.374
119 H 11.943 5.227 12.043
120 H 14.121 5.502 10.889
121 C 12.838 9.344 10.458
122 C 11.796 10.229 11.186
123 O 11.834 11.589 10.720
124 H 12.579 9.276 9.393
125 H 12.810 8.333 10.787
126 H 13.851 9.778 10.539
127 H 11.974 10.346 12.283
128 H 10.815 9.750 10.979
129 H 12.231 11.592 9.851

Löwdin population analysis, charges in e, atoms 1 to 5: -0.020, -0.488, -0.044, -0.098, 0.046



--- ii ---
Below is 12 unconnected molecules or ions with the total composition C31H86O12, with properties calculated with ωB97M-V/def2-TZVPD.

Values from the calculation:
LUMO energy, eV: 0.121
Net charge: 0
SMILES string: CC(C)O.CC(C)O.CC(C)O.CC(C)O.CC(C)O.CC(C)O.CC(C)O.CCO.CCO.CCO.CCO.CCO
Molecular weight, Da: 651.02

Atoms and positions in Å:
1 C 1.319 -3.850 5.701
2 C 1.233 -4.060 7.157
3 C 1.013 -5.522 7.603
4 O 2.404 -3.667 7.747
5 H 1.535 -2.835 5.369
6 H 0.354 -4.109 5.265
7 H 2.066 -4.522 5.280
8 H 0.451 -3.405 7.540
9 H 0.962 -5.678 8.680
10 H 1.878 -6.100 7.279
11 H 0.105 -5.873 7.112
12 H 2.627 -2.821 7.353
13 C 7.264 -1.492 -1.278
14 C 6.218 -2.627 -1.017
15 C 5.896 -2.707 0.465
16 O 5.049 -2.347 -1.749
17 H 7.740 -1.542 -2.258
18 H 8.063 -1.492 -0.537
19 H 6.847 -0.486 -1.230
20 H 6.704 -3.576 -1.244
21 H 5.540 -3.676 0.816
22 H 5.127 -1.983 0.734
23 H 6.749 -2.437 1.088
24 H 4.589 -3.180 -1.621
25 C 2.607 4.997 -4.435
26 C 1.659 4.663 -5.589
27 C 0.918 5.908 -6.139
28 O 2.502 4.158 -6.574
29 H 3.112 4.092 -4.097
30 H 2.081 5.437 -3.588
31 H 3.332 5.776 -4.670
32 H 0.978 3.847 -5.348
33 H 0.137 6.184 -5.431
34 H 0.492 5.519 -7.064
35 H 1.585 6.760 -6.272
36 H 2.749 3.243 -6.422
37 C -5.128 -6.340 1.132
38 C -5.844 -6.174 2.432
39 C -4.994 -5.782 3.601
40 O -6.818 -5.147 2.355
41 H -4.516 -5.468 0.904
42 H -5.836 -6.506 0.320
43 H -4.524 -7.244 1.218
44 H -6.373 -7.059 2.786
45 H -4.092 -6.393 3.588
46 H -5.581 -5.901 4.512
47 H -4.531 -4.800 3.510
48 H -7.171 -4.909 3.215
49 C 4.312 -2.853 -7.830
50 C 5.370 -1.839 -7.350
51 C 6.023 -1.054 -8.456
52 O 4.650 -0.883 -6.623
53 H 3.605 -2.490 -8.576
54 H 3.699 -3.201 -6.998
55 H 4.809 -3.697 -8.308
56 H 6.061 -2.375 -6.699
57 H 5.330 -0.395 -8.978
58 H 6.595 -1.649 -9.168
59 H 6.754 -0.406 -7.973
60 H 4.444 -1.304 -5.786
61 C -8.038 4.817 -4.036
62 C -6.585 5.086 -4.499
63 C -5.549 3.960 -4.249
64 O -6.673 5.171 -5.895
65 H -8.480 3.860 -4.315
66 H -8.685 5.633 -4.356
67 H -8.129 4.834 -2.950
68 H -6.249 6.023 -4.055
69 H -5.822 2.983 -4.646
70 H -5.248 3.772 -3.219
71 H -4.620 4.324 -4.689
72 H -7.078 4.340 -6.153
73 C -3.546 5.164 4.271
74 C -2.590 5.594 3.213
75 C -2.051 7.020 3.366
76 O -1.533 4.676 3.152
77 H -3.782 4.103 4.187
78 H -4.502 5.684 4.323
79 H -3.056 5.375 5.221
80 H -3.067 5.513 2.236
81 H -1.384 7.133 4.221
82 H -2.831 7.764 3.527
83 H -1.547 7.243 2.426
84 H -1.846 3.887 2.703
85 C -7.668 0.582 2.488
86 C -7.597 0.472 0.972
87 O -6.807 -0.711 0.664
88 H -6.738 0.317 2.993
89 H -8.418 -0.043 2.974
90 H -8.057 1.541 2.830
91 H -7.152 1.363 0.529
92 H -8.594 0.276 0.578
93 H -7.131 -1.448 1.186
94 C 6.335 3.999 1.158
95 C 4.922 3.547 1.506
96 O 4.028 4.701 1.693
97 H 6.320 4.609 0.255
98 H 7.042 3.173 1.086
99 H 6.750 4.662 1.918
100 H 4.906 2.961 2.425
101 H 4.620 2.898 0.685
102 H 3.163 4.359 1.930
103 C 1.483 1.821 7.008
104 C 2.904 2.166 7.472
105 O 3.766 1.132 7.109
106 H 1.000 1.069 7.633
107 H 1.610 1.411 6.006
108 H 0.795 2.666 7.019
109 H 2.854 2.220 8.560
110 H 3.236 3.134 7.096
111 H 4.655 1.349 7.400
112 C 0.375 -6.639 -2.675
113 C 1.482 -7.671 -2.763
114 O 2.706 -6.949 -2.743
115 H 0.535 -5.873 -3.433
116 H 0.206 -6.189 -1.697
117 H -0.602 -7.047 -2.936
118 H 1.453 -8.126 -3.753
119 H 1.431 -8.404 -1.958
120 H 3.388 -7.601 -2.920
121 C -0.881 0.260 -1.208
122 C -0.971 -0.296 0.184
123 O -2.093 0.191 0.794
124 H -0.116 -0.320 -1.724
125 H -0.522 1.288 -1.250
126 H -1.790 0.111 -1.792
127 H -0.129 -0.035 0.824
128 H -1.089 -1.377 0.264
129 H -2.847 -0.230 0.376

Löwdin population analysis, charges in e, atoms 1 to 5: -0.070, -0.567, -0.037, -0.037, 0.084



Most stable structure - i; separation to the second - 2.165 eV.



--- i ---
Below is a molecular structure, C19H19Cl12N3, with properties calculated with ωB97M-V/def2-TZVPD.

Values from the calculation:
LUMO energy, eV: -0.071
Net charge: 0
Molecular weight, Da: 714.82

Atoms and positions in Å:
1 N 0.065 0.470 -4.859
2 C 0.389 -0.501 -5.742
3 C 1.157 -1.632 -5.419
4 C 1.577 -1.743 -4.091
5 C 1.193 -0.822 -3.222
6 C 0.433 0.266 -3.568
7 H 0.027 -0.227 -6.722
8 H 1.324 -2.464 -6.087
9 H 2.226 -2.552 -3.788
10 H 1.627 -0.855 -2.234
11 H 0.135 0.951 -2.788
12 N 2.964 2.383 1.428
13 C 2.120 1.484 0.863
14 C 2.499 0.394 0.084
15 C 3.893 0.106 0.086
16 C 4.809 0.951 0.700
17 C 4.301 2.143 1.326
18 H 1.050 1.619 0.798
19 H 1.732 -0.239 -0.335
20 H 4.238 -0.673 -0.577
21 H 5.863 0.716 0.682
22 H 5.005 2.841 1.756
23 N -2.191 0.317 5.563
24 C -0.893 0.328 5.138
25 C -0.441 0.000 3.805
26 C -1.415 -0.426 2.913
27 C -2.752 -0.652 3.395
28 C -3.076 -0.152 4.664
29 H -0.108 0.573 5.838
30 H 0.611 0.029 3.564
31 H -1.127 -0.904 1.989
32 H -3.494 -1.065 2.728
33 H -4.124 -0.238 4.910
34 C -4.588 -0.988 -0.487
35 Cl -2.937 -0.861 -0.364
36 Cl -5.132 -2.397 -1.332
37 Cl -5.036 0.473 -1.413
38 H -5.081 -0.920 0.483
39 C -0.379 3.494 1.975
40 Cl -1.067 5.153 2.394
41 Cl 0.212 2.589 3.367
42 Cl 0.841 3.627 0.649
43 H -1.206 2.898 1.588
44 C -0.497 -2.859 -2.006
45 Cl 1.073 -2.722 -1.059
46 Cl -1.408 -1.352 -1.967
47 Cl -1.667 -3.987 -1.353
48 H -0.454 -3.110 -3.066
49 C -0.579 0.075 -0.064
50 Cl 0.555 0.208 -1.455
51 Cl -0.799 1.690 0.725
52 Cl 0.016 -1.092 1.090
53 H -1.484 -0.347 -0.502

Löwdin population analysis, charges in e, atoms 1 to 5: 0.092, -0.127, -0.038, -0.110, -0.383



--- ii ---
Below is 7 unconnected molecules or ions with the total composition C19H19Cl12N3, with properties calculated with ωB97M-V/def2-TZVPD.

Values from the calculation:
LUMO energy, eV: 0.332
Net charge: 0
SMILES string: ClC(Cl)Cl.ClC(Cl)Cl.ClC(Cl)Cl.ClC(Cl)Cl.c1ccncc1.c1ccncc1.c1ccncc1
Molecular weight, Da: 714.82

Atoms and positions in Å:
1 Cl -1.089 2.687 0.114
2 C -0.765 4.427 0.036
3 Cl -2.287 5.328 -0.016
4 Cl 0.284 4.832 -1.334
5 H -0.227 4.677 0.941
6 Cl -5.876 -1.949 -0.381
7 C -4.351 -1.781 0.491
8 Cl -4.527 -1.932 2.256
9 Cl -3.430 -0.346 0.036
10 H -3.733 -2.603 0.154
11 Cl 2.652 -4.038 1.318
12 C 3.613 -3.203 2.548
13 Cl 5.284 -3.100 2.007
14 Cl 3.499 -4.027 4.122
15 H 3.214 -2.203 2.658
16 Cl -0.672 -0.998 2.238
17 C 0.064 -0.767 0.613
18 Cl -0.096 -2.205 -0.382
19 Cl 1.780 -0.345 0.821
20 H -0.484 0.029 0.133
21 C -3.276 1.549 3.555
22 C -2.141 1.225 4.266
23 C -1.187 2.229 4.417
24 N -1.313 3.485 4.000
25 C -2.433 3.772 3.320
26 C -3.416 2.831 3.041
27 H -4.004 0.790 3.294
28 H -2.002 0.231 4.666
29 H -0.254 1.971 4.907
30 H -2.595 4.775 2.950
31 H -4.326 3.157 2.555
32 C -3.021 -1.440 -5.697
33 C -2.036 -2.087 -4.949
34 C -2.279 -2.198 -3.594
35 N -3.392 -1.801 -2.965
36 C -4.312 -1.213 -3.722
37 C -4.208 -1.061 -5.108
38 H -2.849 -1.345 -6.764
39 H -1.132 -2.428 -5.430
40 H -1.556 -2.730 -2.984
41 H -5.252 -0.913 -3.270
42 H -4.973 -0.565 -5.687
43 C 5.417 -0.676 -0.322
44 C 5.995 0.398 0.326
45 C 6.980 1.117 -0.351
46 N 7.479 0.737 -1.528
47 C 6.932 -0.337 -2.110
48 C 5.909 -1.070 -1.554
49 H 4.522 -1.105 0.106
50 H 5.635 0.731 1.291
51 H 7.453 1.977 0.107
52 H 7.354 -0.596 -3.075
53 H 5.429 -1.893 -2.067

Löwdin population analysis, charges in e, atoms 1 to 5: 0.540, -1.523, 0.536, 0.533, 0.012



Most stable structure - ii; separation to the second - 21.880 eV.